1.
Below is the molecule C19H19N3O3S2, with properties calculated with the ωB97M-V functional and the def2-TZVPD basis.

Positions of all 46 atoms, in Å:
1 C -5.601 -1.059 0.137
2 C -4.148 -1.247 0.527
3 O -3.773 -1.316 1.673
4 N -3.333 -1.342 -0.567
5 C -1.944 -1.468 -0.617
6 C -1.334 -1.395 -1.878
7 C 0.029 -1.493 -2.027
8 C 0.816 -1.679 -0.895
9 N 2.171 -1.809 -0.874
10 C 2.611 -1.991 0.310
11 S 4.296 -2.179 0.701
12 C 4.986 -1.125 -0.610
13 C 4.524 0.331 -0.529
14 O 4.503 1.029 -1.515
15 N 4.222 0.755 0.715
16 C 3.580 2.014 0.985
17 C 2.105 1.825 1.359
18 O 1.401 1.519 0.177
19 C 0.039 1.588 0.189
20 C -0.743 1.571 1.338
21 C -2.121 1.653 1.234
22 C -2.729 1.759 -0.002
23 C -1.950 1.763 -1.149
24 C -0.577 1.676 -1.059
25 S 1.393 -2.021 1.600
26 C 0.192 -1.768 0.369
27 C -1.177 -1.663 0.524
28 H -5.718 -0.166 -0.474
29 H -5.949 -1.920 -0.430
30 H -6.201 -0.959 1.036
31 H -3.772 -1.231 -1.470
32 H -1.954 -1.251 -2.751
33 H 0.499 -1.427 -2.994
34 H 6.070 -1.176 -0.499
35 H 4.699 -1.534 -1.578
36 H 4.236 0.078 1.466
37 H 4.100 2.523 1.802
38 H 3.645 2.609 0.072
39 H 2.008 1.012 2.094
40 H 1.717 2.751 1.803
41 H -0.291 1.486 2.314
42 H -2.721 1.628 2.131
43 H -3.803 1.841 -0.071
44 H -2.415 1.846 -2.121
45 H 0.048 1.680 -1.938
46 H -1.638 -1.721 1.494

Summary:
Multiplicity: 1
SMILES: CC(=O)Nc1ccc2nc(SCC(=O)NCCOc3ccccc3)sc2c1
Energy above the lowest of the compared OMol25 structures with the same formula, charge and spin, kcal/mol: 2.9
Orbital gap, eV: 8.58
HOMO level, eV: -8.060

2.
Below is the molecule C19H19N5O3, with properties calculated with the ωB97M-V functional and the def2-TZVPD basis.

Positions of all 46 atoms, in Å:
1 C 3.016 3.477 0.106
2 O 2.641 2.163 0.442
3 C 2.014 1.933 1.614
4 C 1.715 2.931 2.542
5 C 1.091 2.628 3.738
6 C 0.754 1.321 4.047
7 C 1.043 0.324 3.138
8 C 1.659 0.605 1.922
9 C 1.888 -0.549 1.019
10 O 1.739 -1.698 1.369
11 O 2.255 -0.207 -0.218
12 C 2.430 -1.285 -1.119
13 C 1.198 -2.143 -1.250
14 N 1.398 -3.438 -1.389
15 C 0.280 -4.170 -1.490
16 N 0.429 -5.499 -1.639
17 N -0.952 -3.676 -1.497
18 C -1.028 -2.347 -1.386
19 N -2.277 -1.838 -1.440
20 C -2.647 -0.481 -1.518
21 C -3.413 -0.074 -2.605
22 C -3.822 1.240 -2.727
23 C -3.465 2.159 -1.756
24 C -2.730 1.748 -0.659
25 C -2.322 0.429 -0.508
26 C -1.586 -0.005 0.716
27 N 0.024 -1.534 -1.253
28 H 3.728 3.892 0.827
29 H 2.147 4.138 0.028
30 H 3.495 3.401 -0.868
31 H 1.969 3.959 2.334
32 H 0.871 3.424 4.434
33 H 0.273 1.086 4.983
34 H 0.792 -0.707 3.341
35 H 3.256 -1.929 -0.799
36 H 2.663 -0.823 -2.081
37 H -0.385 -6.081 -1.557
38 H 1.343 -5.884 -1.480
39 H -2.965 -2.513 -1.747
40 H -3.681 -0.798 -3.362
41 H -4.412 1.545 -3.579
42 H -3.773 3.191 -1.845
43 H -2.475 2.461 0.112
44 H -1.588 0.776 1.472
45 H -2.033 -0.908 1.130
46 H -0.557 -0.242 0.457

Summary:
Multiplicity: 1
SMILES: COc1ccccc1C(=O)OCc1nc(N)nc(Nc2ccccc2C)n1
Energy above the lowest of the compared OMol25 structures with the same formula, charge and spin, kcal/mol: 8.4
Orbital gap, eV: 9.16
HOMO level, eV: -8.458

3.
Below is the molecule C19H19N7O, with properties calculated with the ωB97M-V functional and the def2-TZVPD basis.

Positions of all 46 atoms, in Å:
1 C 2.620 0.260 -4.927
2 N 1.532 0.610 -3.986
3 C 0.642 -0.545 -3.579
4 C 0.129 -0.447 -2.201
5 C 0.202 0.891 -1.553
6 C -0.455 0.768 -0.232
7 C 0.146 0.908 1.086
8 C 1.528 1.098 1.335
9 N 2.682 1.251 1.465
10 C -0.705 0.648 2.338
11 C -0.543 -0.758 2.686
12 C -0.574 -1.711 1.632
13 C -0.195 -3.040 1.864
14 C 0.187 -3.486 3.140
15 C 0.495 -2.452 4.033
16 N 1.027 -2.583 5.201
17 O 0.922 -1.325 5.855
18 N 0.290 -0.397 4.953
19 C 0.081 -1.182 3.901
20 C -2.125 1.056 2.050
21 C -3.234 1.310 2.824
22 N -4.338 1.409 1.871
23 N -3.949 1.204 0.600
24 C -2.664 0.939 0.706
25 N -1.830 0.612 -0.300
26 C 1.551 1.519 -1.710
27 C 1.852 1.842 -3.215
28 H 3.215 1.116 -5.325
29 H 2.086 -0.127 -5.863
30 H 3.332 -0.499 -4.585
31 H 1.217 -1.394 -3.656
32 H -0.156 -0.595 -4.309
33 H 0.648 -1.174 -1.603
34 H -0.831 -0.785 -2.130
35 H -0.393 1.644 -2.217
36 H -0.288 1.323 3.083
37 H -1.188 -1.515 0.746
38 H -0.264 -3.689 0.998
39 H 0.401 -4.541 3.385
40 H -3.117 1.527 3.872
41 H -5.298 1.581 2.116
42 H -2.288 0.506 -1.167
43 H 2.242 0.780 -1.335
44 H 1.574 2.482 -1.112
45 H 2.797 2.411 -3.299
46 H 1.040 2.554 -3.436

Summary:
Multiplicity: 1
SMILES: CN1CCC(C2=C(C#N)[C@H](c3cccc4nonc34)c3c[nH]nc3N2)CC1
Energy above the lowest of the compared OMol25 structures with the same formula, charge and spin, kcal/mol: 199.5
Orbital gap, eV: 6.96
HOMO level, eV: -8.050

4.
Below is a cluster of 2 separate species, C19H19NO7PS in total, with properties calculated with the ωB97M-V functional and the def2-TZVPD basis.

Positions of all 48 atoms, in Å:
1 C 1.243 1.318 -3.441
2 C 0.409 0.022 -2.791
3 S -1.109 0.762 -1.961
4 C -2.563 -0.417 -2.000
5 C -3.633 -0.167 -3.216
6 N -4.248 1.245 -3.105
7 C -4.862 -1.275 -2.973
8 O -5.862 -0.905 -2.128
9 O -4.890 -2.605 -3.661
10 P -2.906 -0.288 -4.977
11 O -4.053 0.260 -5.970
12 O -2.554 -1.911 -5.514
13 O -1.532 0.803 -5.253
14 H 0.424 2.134 -3.654
15 H 1.778 1.044 -4.454
16 H 1.981 1.704 -2.616
17 H 0.163 -0.781 -3.622
18 H 1.129 -0.500 -1.996
19 H -2.269 -1.554 -1.996
20 H -3.164 -0.239 -0.984
21 H -5.169 1.140 -3.606
22 H -3.687 1.870 -3.759
23 H -1.634 -1.926 -5.925
24 H -1.914 1.746 -5.319
25 C -1.654 -0.738 3.306
26 C -1.419 -1.034 4.649
27 C -0.139 -0.883 5.184
28 C 0.914 -0.445 4.371
29 C 0.684 -0.172 3.023
30 C -0.605 -0.308 2.492
31 C 1.797 0.242 2.145
32 O 1.596 0.485 0.961
33 C 3.157 0.351 2.711
34 C 4.231 0.686 1.876
35 C 5.518 0.804 2.406
36 C 5.733 0.597 3.768
37 C 4.666 0.257 4.601
38 C 3.377 0.124 4.068
39 C 2.261 -0.271 4.950
40 O 2.450 -0.457 6.147
41 H -2.653 -0.847 2.891
42 H -2.234 -1.381 5.281
43 H 0.035 -1.111 6.234
44 H -0.794 -0.084 1.444
45 H 4.071 0.853 0.812
46 H 6.351 1.060 1.755
47 H 6.734 0.696 4.182
48 H 4.843 0.092 5.662

Summary:
Multiplicity: 1
Charge: -1
Orbital gap, eV: 5.02
HOMO level, eV: -4.630

5.
Below is a structure of composition C19H20Br4MnN3O6, with properties calculated with the ωB97M-V functional and the def2-TZVPD basis.

Positions of all 53 atoms, in Å:
1 Mn -0.333 -0.248 -0.114
2 C 2.317 -2.127 0.700
3 N 1.660 -1.689 -0.534
4 C 1.372 -2.877 -1.340
5 C 2.524 -0.809 -1.332
6 C 2.857 0.494 -0.613
7 N 1.641 1.276 -0.368
8 C 1.322 2.096 -1.539
9 C 1.803 2.123 0.818
10 H 3.295 -2.576 0.475
11 H 1.686 -2.870 1.183
12 H 2.436 -1.297 1.391
13 H 2.297 -3.410 -1.593
14 H 0.882 -2.586 -2.266
15 H 0.719 -3.553 -0.793
16 H 1.985 -0.588 -2.258
17 H 3.462 -1.323 -1.597
18 H 3.578 1.059 -1.221
19 H 3.333 0.269 0.343
20 H 2.115 2.828 -1.739
21 H 0.383 2.623 -1.379
22 H 1.200 1.454 -2.408
23 H 2.717 2.728 0.759
24 H 1.840 1.501 1.714
25 H 0.950 2.795 0.901
26 Br -5.345 3.407 2.754
27 C -3.761 2.435 2.443
28 C -3.014 1.949 3.516
29 Br -3.578 2.284 5.284
30 C -1.852 1.213 3.291
31 Br -0.831 0.508 4.710
32 C -1.437 0.931 1.991
33 O -0.390 0.232 1.657
34 C -2.199 1.444 0.884
35 O -1.748 1.154 -0.288
36 C -3.340 2.204 1.138
37 Br -4.295 2.862 -0.351
38 O -1.377 -2.136 0.058
39 C -1.595 -1.939 -1.158
40 O -0.948 -1.032 -1.774
41 C -2.558 -2.801 -1.889
42 C -2.936 -2.519 -3.200
43 C -3.799 -3.370 -3.870
44 C -4.272 -4.514 -3.251
45 C -3.883 -4.792 -1.945
46 C -3.051 -3.932 -1.247
47 N -4.327 -6.017 -1.315
48 O -5.132 -6.699 -1.911
49 O -3.850 -6.285 -0.235
50 H -2.558 -1.625 -3.673
51 H -4.099 -3.149 -4.883
52 H -4.930 -5.204 -3.756
53 H -2.768 -4.144 -0.226

Summary:
Multiplicity: 5
Energy above the lowest of the compared OMol25 structures with the same formula, charge and spin, kcal/mol: 19.1
Orbital gap (alpha / beta), eV: 5.74 / 6.75
HOMO level (alpha / beta), eV: -7.446 / -7.563

6.
Below is a cluster of 3 separate species, C19H20BrN2O6PS in total, with properties calculated with the ωB97M-V functional and the def2-TZVPD basis.

Positions of all 50 atoms, in Å:
1 C 6.655 4.092 0.847
2 C 6.410 3.019 0.372
3 C 6.008 1.701 -0.032
4 C 6.921 0.621 0.141
5 N 6.627 -0.609 -0.153
6 C 5.369 -0.813 -0.648
7 C 4.969 -2.125 -0.963
8 C 3.725 -2.363 -1.466
9 P 3.246 -4.059 -1.877
10 S 4.650 -5.120 -2.702
11 C 2.824 -1.289 -1.682
12 C 3.177 -0.003 -1.392
13 C 2.256 1.184 -1.576
14 Br 1.074 0.938 -3.114
15 C 1.489 1.492 -0.276
16 C 0.163 0.749 -0.100
17 C 4.470 0.251 -0.850
18 N 4.810 1.532 -0.532
19 H 6.871 5.042 1.275
20 H 7.907 0.834 0.539
21 H 5.668 -2.940 -0.811
22 H 2.098 -3.881 -2.666
23 H 2.785 -4.645 -0.686
24 H 1.842 -1.493 -2.089
25 H 2.860 2.043 -1.841
26 H 1.306 2.567 -0.246
27 H 2.146 1.265 0.564
28 H -0.659 1.291 -0.559
29 H 0.204 -0.260 -0.513
30 H -0.074 0.661 0.961
31 O -2.693 2.377 1.524
32 C -3.507 2.043 0.727
33 O -3.347 1.044 -0.172
34 C -4.615 0.786 -0.790
35 C -5.340 2.102 -0.597
36 O -4.734 2.606 0.599
37 H -4.478 0.515 -1.833
38 H -5.100 -0.037 -0.265
39 H -5.157 2.807 -1.409
40 H -6.411 1.988 -0.453
41 O -6.709 -3.435 0.587
42 C -6.503 -2.623 1.425
43 O -6.212 -2.893 2.718
44 C -5.804 -1.680 3.358
45 C -6.457 -0.623 2.489
46 O -6.525 -1.279 1.217
47 H -6.147 -1.668 4.389
48 H -4.714 -1.621 3.337
49 H -7.470 -0.381 2.813
50 H -5.875 0.293 2.410

Summary:
Multiplicity: 1
SMILES: C#Cc1cnc2cc([PH2]=S)cc([C@@H](Br)CC)c2n1.O=C1OCCO1.O=C1OCCO1
Orbital gap, eV: 7.74
HOMO level, eV: -8.731